{
  "formula": "C46H39As2AuO3P",
  "method": "wB97M-V/def2-TZVPD",
  "symbols": ["Au", "As", "As", "P", "O", "O", "O", "C", "C", "C", "C", "C", "C", "C", "C", "C", "C", "C", "C", "C", "C", "C", "C", "C", "C", "C", "C", "C", "C", "C", "C", "C", "C", "C", "C", "C", "C", "C", "C", "C", "C", "C", "C", "C", "C", "C", "C", "C", "C", "C", "C", "C", "C", "H", "H", "H", "H", "H", "H", "H", "H", "H", "H", "H", "H", "H", "H", "H", "H", "H", "H", "H", "H", "H", "H", "H", "H", "H", "H", "H", "H", "H", "H", "H", "H", "H", "H", "H", "H", "H", "H", "H"],
  "positions_angstrom": [[0.369073, 0.098385, -0.179333], [0.738385, 2.577160, -0.428059], [-2.289143, 1.382482, 0.032786], [0.511728, -2.290587, -0.043672], [-1.671308, -2.497047, -0.400254], [-3.350353, -1.213337, 0.306723], [3.070766, 0.921083, -0.940515], [4.355709, 4.687320, -0.243464], [-1.367135, -3.402861, 3.471089], [0.329314, -3.435401, -1.440633], [-2.863796, -2.065156, -0.435532], [0.954227, -3.907703, 3.722044], [0.563377, -3.850430, -3.793777], [0.378078, 3.305245, -5.061217], [2.463854, 3.710313, 1.539743], [-1.992211, 3.312550, -0.296286], [0.150322, -2.964093, 1.633794], [3.270150, 3.967797, -0.721203], [0.514915, 4.166245, -2.821271], [2.320308, 3.491698, 0.172879], [-6.909550, 1.546106, -0.828276], [4.497098, 4.916987, 1.117974], [2.552108, -0.015763, -0.455693], [0.630360, -2.979380, -2.716207], [-1.479923, 0.360842, 2.589486], [-5.992063, 1.776681, -1.843264], [4.554895, -1.371576, -0.147313], [-4.193379, 1.429924, -0.286938], [0.386642, 4.382395, -4.184149], [1.194042, -3.428214, 2.442904], [3.153774, -1.322342, -0.175712], [5.170113, -2.598272, -0.041227], [-1.135622, -2.936986, 2.186793], [-4.633182, 1.716318, -1.573964], [-1.283538, 0.354397, 3.964057], [-0.078369, -5.630260, -2.310553], [4.391210, -3.755666, -0.007727], [0.627458, 1.793717, -3.211615], [0.501428, 2.012257, -4.576383], [-1.742401, 1.416848, 4.727107], [0.212581, -5.176822, -3.590839], [-0.329875, -3.908761, 4.239124], [3.554590, 4.425680, 2.010556], [-6.466445, 1.251125, 0.452925], [0.632648, 2.867847, -2.329923], [3.011307, -3.682786, -0.027020], [-0.029471, -4.760939, -1.232497], [-2.131742, 1.416822, 1.967401], [-0.649304, 3.745513, 0.248776], [-2.406179, 2.474592, 4.116244], [2.363745, -2.443563, -0.050969], [-5.107774, 1.185364, 0.726277], [-2.603807, 2.473671, 2.743505], [2.428135, -4.594334, -0.009178], [0.274250, 3.476080, -6.124381], [2.215670, -3.413951, 2.103747], [-2.808755, 3.868461, 0.165034], [6.249142, -2.664680, -0.017645], [-1.962687, -2.552415, 1.616774], [-0.625285, 3.677216, 1.337455], [-1.591042, 1.420865, 5.798595], [-0.365621, 4.763480, -0.024229], [3.667717, 4.598818, 3.072402], [0.917942, -1.944860, -2.876073], [5.094252, 5.066326, -0.937313], [-0.357815, -6.663522, -2.152245], [1.731031, 3.326862, 2.241955], [4.871469, -4.724715, 0.031019], [0.496743, 1.172433, -5.258333], [-4.770152, 0.933436, 1.722887], [-2.773955, 3.299679, 4.712211], [0.530948, 5.014319, -2.146717], [-2.063605, 3.464850, -1.374785], [5.126190, -0.458052, -0.238170], [-0.782109, -0.483658, 4.432163], [0.714709, 0.778247, -2.841044], [-1.147560, -0.482209, 1.997960], [-3.514482, -2.567568, -1.175525], [3.170681, 3.777957, -1.782228], [-7.970114, 1.588993, -1.038025], [-3.920833, 1.883127, -2.375224], [0.162017, -5.857419, -4.430092], [-0.291655, -5.105132, -0.239399], [0.784936, -3.493204, -4.790825], [-6.334134, 1.996454, -2.846150], [-0.519479, -4.292240, 5.233110], [-7.180701, 1.062341, 1.243641], [-3.137295, 3.296724, 2.282264], [5.345232, 5.479354, 1.485077], [1.783451, -4.273730, 4.312818], [0.291968, 5.391697, -4.561819], [-2.373234, -3.366148, 3.867886]],
  "forces_ev_per_angstrom": [[0.3, 0.2, -0.2], [0.0, 0.1, -0.2], [0.1, -0.3, 0.4], [-0.3, -0.3, 0.3], [0.3, 0.1, -0.6], [0.0, 0.2, 0.1], [0.1, 0.1, 0.0], [0.0, 0.0, 0.0], [0.0, 0.0, 0.0], [-0.1, 0.1, 0.0], [-0.2, -0.1, 0.3], [0.0, 0.0, 0.0], [0.0, 0.0, 0.0], [0.0, 0.0, 0.0], [0.0, 0.0, 0.0], [0.0, -0.1, 0.0], [0.0, 0.1, 0.1], [0.0, 0.0, 0.0], [0.0, 0.0, 0.0], [0.0, -0.1, 0.1], [0.0, 0.0, 0.0], [0.0, 0.0, 0.0], [-0.6, -0.2, -0.2], [0.1, 0.0, 0.0], [0.1, 0.0, 0.0], [-0.1, 0.0, 0.0], [0.0, -0.1, -0.1], [0.0, -0.2, -0.2], [0.0, 0.0, 0.0], [0.0, 0.1, 0.1], [0.1, 0.2, 0.3], [0.0, 0.0, 0.0], [0.0, -0.1, 0.0], [0.0, 0.0, 0.0], [0.0, 0.0, 0.0], [0.0, 0.0, 0.0], [0.0, 0.0, 0.0], [0.0, 0.0, 0.0], [0.0, 0.0, 0.0], [0.0, 0.0, 0.0], [0.0, 0.0, 0.0], [0.0, 0.0, 0.0], [0.0, 0.0, 0.0], [0.0, 0.0, 0.0], [0.0, 0.0, 0.0], [0.0, 0.0, 0.0], [0.0, 0.0, 0.0], [0.0, 0.0, 0.0], [0.0, 0.0, 0.0], [0.0, 0.0, 0.0], [0.0, 0.0, -0.1], [0.0, 0.0, 0.1], [0.0, 0.0, 0.0], [0.0, 0.0, 0.0], [0.0, 0.0, 0.0], [0.0, 0.0, 0.0], [0.0, 0.0, 0.0], [0.0, 0.0, 0.0], [0.0, 0.0, 0.1], [0.0, 0.0, 0.0], [0.0, 0.0, 0.0], [0.0, 0.0, 0.0], [0.0, 0.0, 0.0], [0.0, 0.0, 0.0], [0.0, 0.0, 0.0], [0.0, 0.0, 0.0], [0.0, 0.0, 0.0], [0.0, 0.0, 0.0], [0.0, 0.0, 0.0], [0.0, 0.0, 0.0], [0.0, 0.0, 0.0], [0.0, 0.0, 0.0], [0.0, 0.0, 0.0], [0.0, 0.0, 0.0], [0.0, 0.0, 0.0], [0.0, 0.0, 0.0], [0.0, 0.0, 0.0], [0.0, 0.1, -0.1], [0.0, 0.0, 0.0], [0.0, 0.0, 0.0], [0.0, 0.0, 0.0], [0.0, 0.0, 0.0], [0.0, 0.0, 0.0], [0.0, 0.0, 0.0], [0.0, 0.0, 0.0], [0.0, 0.0, 0.0], [0.0, 0.0, 0.0], [0.0, 0.0, 0.0], [0.0, 0.0, 0.0], [0.0, 0.0, 0.0], [0.0, 0.0, 0.0], [0.0, 0.0, 0.0]],
  "lowdin_charge": [0.71, 1.23, 1.28, 1.01, -0.24, -0.08, 0.07, -0.06, -0.06, -0.36, -0.51, -0.07, -0.07, -0.06, -0.11, -0.42, -0.28, -0.10, -0.11, -0.38, -0.08, -0.07, -0.33, -0.09, -0.13, -0.08, 0.00, -0.40, -0.06, -0.08, -0.22, -0.04, -0.09, -0.12, -0.06, -0.06, -0.03, -0.11, -0.06, -0.07, -0.07, -0.07, -0.07, -0.07, -0.38, -0.08, -0.08, -0.40, -0.41, -0.07, -0.30, -0.10, -0.11, 0.12, 0.11, 0.08, 0.08, 0.12, 0.08, 0.06, 0.11, 0.08, 0.11, 0.09, 0.11, 0.11, 0.10, 0.12, 0.11, 0.10, 0.11, 0.11, 0.06, 0.13, 0.10, 0.06, 0.04, 0.14, 0.11, 0.11, 0.10, 0.11, 0.12, 0.11, 0.11, 0.11, 0.11, 0.11, 0.11, 0.11, 0.11, 0.12],
  "homo_energy_ev": [-10.606, -10.606],
  "total_charge": 1,
  "lumo_ev": [-3.9, -3.9],
  "mol_weight_g_mol": 1017.60,
  "relative_energy_ev": 0.385,
  "multiplicity": 1
}